1.
{
  "formula": "C4H7NOS",
  "method": "the ωB97M-V functional and the def2-TZVPD basis",
  "symbols": ["C", "C", "C", "C", "H", "H", "H", "H", "H", "H", "H", "N", "O", "S"],
  "xyz": [[1.874, -0.357, -0.346], [0.540, -0.454, 0.377], [-0.211, 0.863, 0.637], [-0.661, -0.856, -0.480], [2.675, -0.006, 0.308], [2.137, -1.394, -0.597], [1.757, 0.163, -1.315], [0.702, -0.992, 1.328], [-0.466, 1.046, 1.680], [0.205, 1.802, 0.231], [-3.559, 0.613, 0.226], [-1.301, 0.332, -0.150], [-0.983, -1.776, -1.182], [-2.709, 1.015, -0.717]],
  "mulliken_charge": [-1.359, 0.360, -0.646, 0.402, 0.370, 0.325, 0.351, 0.273, 0.263, 0.271, 0.121, 0.030, -0.600, -0.162],
  "orbital_gap_ev": 10.424,
  "e_lumo_ev": 0.761,
  "energy_ha": -684.7710,
  "e_above_lowest_kcal_mol": 22.6,
  "smiles": "C[C@H]1CN(S)C1=O"
}

---

2.
{
  "formula": "C4H7NOS",
  "method": "the ωB97M-V functional and the def2-TZVPD basis",
  "symbols": ["C", "C", "C", "C", "N", "O", "S", "H", "H", "H", "H", "H", "H", "H"],
  "xyz": [[1.731, 1.459, 0.121], [0.200, 1.610, 0.134], [0.039, 0.115, 0.461], [-0.599, -0.792, -0.614], [1.510, -0.188, 0.529], [2.651, 2.099, -0.157], [2.150, -1.577, -0.210], [-0.055, 2.495, 0.837], [-0.192, 1.989, -0.826], [-0.601, -0.144, 1.270], [-0.412, -1.790, -0.418], [-0.196, -0.514, -1.514], [-1.720, -0.682, -0.807], [2.988, -1.839, 0.835]],
  "mulliken_charge": [0.370, -0.424, 0.424, -1.832, -0.232, -0.423, -0.171, 0.264, 0.266, 0.267, 0.483, 0.548, 0.312, 0.148],
  "orbital_gap_ev": 9.369,
  "e_lumo_ev": 0.820,
  "energy_ha": -684.7137,
  "e_above_lowest_kcal_mol": 58.6,
  "smiles": "C[C@@H]1CC(=O)N1S"
}

---

3.
{
  "formula": "C4H7NOS",
  "method": "the ωB97M-V functional and the def2-TZVPD basis",
  "symbols": ["C", "C", "C", "C", "H", "H", "H", "H", "H", "H", "H", "N", "O", "S"],
  "xyz": [[-0.715, 1.265, -0.369], [-0.594, -0.176, -0.818], [-0.725, -1.346, 0.100], [1.662, -0.638, 0.215], [0.769, 1.465, 1.499], [-1.707, 1.642, -0.634], [0.005, 1.897, -0.942], [-0.935, -0.318, -1.848], [-1.192, -2.277, -0.230], [-0.845, -1.139, 1.165], [2.253, 0.144, -0.292], [0.541, -1.000, -0.489], [2.050, -1.147, 1.241], [-0.567, 1.629, 1.402]],
  "mulliken_charge": [-0.792, -0.029, -0.367, -0.062, 0.139, 0.370, 0.334, 0.359, 0.227, 0.243, 0.432, -0.156, -0.499, -0.198],
  "orbital_gap_ev": 10.118,
  "e_lumo_ev": 0.679,
  "energy_ha": -684.7518,
  "e_above_lowest_kcal_mol": 34.7,
  "smiles": "O=CN1C[C@H]1CS"
}

---

4.
{
  "formula": "C4H7NOS",
  "method": "the ωB97M-V functional and the def2-TZVPD basis",
  "symbols": ["C", "C", "C", "C", "H", "H", "H", "H", "H", "H", "H", "N", "O", "S"],
  "xyz": [[1.613, 0.528, -0.650], [0.194, -1.092, 0.585], [-0.687, -0.209, 1.342], [-1.274, -1.076, 0.194], [-0.673, 2.658, -1.930], [2.876, 1.142, -0.238], [0.400, -2.032, 1.213], [-0.443, 0.834, 0.782], [-0.943, -0.127, 2.370], [-1.472, -2.066, 0.651], [-1.844, -0.561, -0.688], [0.371, 0.528, -1.419], [1.368, -0.552, 0.185], [0.515, 2.024, -2.397]],
  "mulliken_charge": [0.038, -0.051, -0.379, -0.410, 0.132, 0.348, 0.273, 0.156, 0.350, 0.259, 0.225, -0.293, -0.387, -0.258],
  "orbital_gap_ev": 8.615,
  "e_lumo_ev": 0.113,
  "energy_ha": -684.5355,
  "e_above_lowest_kcal_mol": 170.4
}

---

5.
{
  "formula": "C4H7NOS",
  "method": "the ωB97M-V functional and the def2-TZVPD basis",
  "symbols": ["C", "C", "C", "C", "N", "O", "S", "H", "H", "H", "H", "H", "H", "H"],
  "xyz": [[2.187, -1.906, -0.047], [-0.018, 0.467, -0.514], [1.124, 0.345, 0.227], [-0.736, 1.835, -0.580], [1.817, -0.815, 0.276], [2.883, -2.825, -0.008], [-2.370, -1.705, 0.589], [-0.333, -0.261, -1.233], [1.526, 1.016, 0.925], [-0.661, 2.321, 0.438], [-1.829, 1.790, -0.609], [-0.507, 2.584, -1.323], [-2.009, -0.978, 1.583], [-1.074, -1.868, 0.276]],
  "mulliken_charge": [0.484, -0.199, -0.173, -1.190, -0.255, -0.417, -0.268, 0.508, 0.366, 0.258, 0.320, 0.310, 0.141, 0.115],
  "orbital_gap_ev": 9.441,
  "e_lumo_ev": 0.494,
  "energy_ha": -684.7359,
  "e_above_lowest_kcal_mol": 44.6,
  "smiles": "C/C=C/N=C=O.S"
}

---

6.
{
  "formula": "C4H7NOS",
  "method": "the ωB97M-V functional and the def2-TZVPD basis",
  "symbols": ["C", "C", "C", "C", "N", "O", "S", "H", "H", "H", "H", "H", "H", "H"],
  "xyz": [[1.921, -0.972, 0.675], [-0.984, 0.259, 0.078], [0.265, 0.883, 0.717], [-0.273, -0.369, -1.129], [1.172, -0.057, 0.128], [2.196, -2.092, 0.272], [-0.690, -2.027, -1.375], [2.480, -0.594, 1.617], [-1.548, -0.528, 0.802], [-1.853, 0.785, -0.109], [0.502, 1.925, 0.304], [0.191, 0.951, 1.713], [0.209, 0.179, -1.905], [0.300, -2.223, -2.210]],
  "mulliken_charge": [0.046, -0.909, -0.522, 0.024, -0.156, -0.565, -0.125, 0.259, 0.253, 0.522, 0.225, 0.429, 0.370, 0.151],
  "orbital_gap_ev": 9.205,
  "e_lumo_ev": 0.463,
  "energy_ha": -684.6834,
  "e_above_lowest_kcal_mol": 77.6
}

---

7.
{
  "formula": "C4H7NOS",
  "method": "the ωB97M-V functional and the def2-TZVPD basis",
  "symbols": ["C", "C", "C", "C", "H", "H", "H", "H", "H", "H", "H", "N", "O", "S"],
  "xyz": [[1.241, 0.028, -1.265], [0.112, -0.367, 0.908], [-0.839, -1.464, 1.004], [-1.247, -0.215, 0.358], [1.445, 3.334, -1.028], [1.612, -0.727, -2.215], [0.578, 0.042, 1.814], [-1.356, -1.524, 2.043], [-0.871, -2.247, 0.148], [-2.052, 0.255, 1.280], [-1.328, -0.110, -0.774], [1.286, 1.316, -1.617], [1.019, -0.761, -0.131], [0.401, 2.440, -0.527]],
  "mulliken_charge": [0.155, -0.059, -0.627, -0.344, 0.187, 0.245, 0.249, 0.273, 0.240, 0.158, 0.328, -0.367, -0.280, -0.159],
  "orbital_gap_ev": 9.384,
  "e_lumo_ev": 0.759,
  "energy_ha": -684.6083,
  "e_above_lowest_kcal_mol": 124.8,
  "smiles": "S/N=C\\OC1CC1"
}

---

8.
{
  "formula": "C4H7NOS",
  "method": "the ωB97M-V functional and the def2-TZVPD basis",
  "symbols": ["C", "C", "C", "C", "H", "H", "H", "H", "H", "H", "H", "N", "O", "S"],
  "xyz": [[0.548, 0.680, -0.504], [0.225, -0.713, -1.268], [0.480, -0.209, 0.802], [-0.979, -0.071, 1.235], [-0.318, 2.823, 0.095], [1.656, 0.975, -0.678], [0.806, -1.098, -2.055], [-0.859, -0.675, -1.446], [0.334, -2.180, 0.427], [1.130, -0.046, 1.664], [-1.193, 0.884, 1.801], [0.738, -1.331, 0.026], [-1.886, -0.884, 0.820], [-0.681, 1.844, -0.917]],
  "mulliken_charge": [-0.149, -0.670, 0.033, 0.007, 0.131, 0.358, 0.316, 0.284, 0.256, 0.350, 0.307, -0.452, -0.529, -0.243],
  "orbital_gap_ev": 9.737,
  "e_lumo_ev": 0.523,
  "energy_ha": -684.7042,
  "e_above_lowest_kcal_mol": 64.6,
  "smiles": "O=C[C@H]1NC[C@H]1S"
}

---

9.
{
  "formula": "C4H7NOS",
  "method": "the ωB97M-V functional and the def2-TZVPD basis",
  "symbols": ["C", "C", "C", "C", "H", "H", "H", "H", "H", "H", "H", "N", "O", "S"],
  "xyz": [[-0.121, 1.104, -0.249], [0.232, -0.158, -0.017], [-0.718, -1.340, 0.239], [1.678, -0.505, 0.233], [0.639, 2.979, 0.126], [0.691, 2.558, -1.427], [-1.130, 1.413, -0.474], [-0.469, -2.223, -0.356], [-0.522, -1.661, 1.273], [-2.992, -2.091, 0.465], [2.405, 0.322, 0.162], [0.814, 2.186, -0.480], [1.972, -1.687, 0.384], [-2.479, -0.897, 0.122]],
  "mulliken_charge": [-0.451, 0.337, -0.527, -0.126, 0.243, 0.256, 0.335, 0.386, 0.350, 0.134, 0.420, -0.582, -0.513, -0.264],
  "orbital_gap_ev": 9.554,
  "e_lumo_ev": 0.344,
  "energy_ha": -684.7527,
  "e_above_lowest_kcal_mol": 34.1,
  "smiles": "N/C=C(\\C=O)CS"
}

---

10.
{
  "formula": "C4H7NOS",
  "method": "the ωB97M-V functional and the def2-TZVPD basis",
  "symbols": ["C", "C", "C", "C", "N", "O", "S", "H", "H", "H", "H", "H", "H", "H"],
  "xyz": [[-0.679, 1.234, -0.253], [1.042, -0.810, -0.221], [-1.351, -0.052, -0.337], [-0.459, -1.198, -0.001], [-1.048, -1.034, 1.305], [1.467, 1.771, 1.039], [0.957, 1.122, -0.132], [-1.245, 2.142, -0.449], [1.716, -1.386, 0.447], [1.490, -0.819, -1.252], [-2.383, -0.289, -0.344], [-0.600, -2.136, -0.384], [-0.742, -0.269, 1.917], [1.835, 1.724, -1.335]],
  "mulliken_charge": [-0.614, -0.618, -0.283, 0.048, -0.777, -0.570, 0.442, 0.356, 0.349, 0.335, 0.408, 0.430, 0.328, 0.168],
  "orbital_gap_ev": [7.293, 7.294],
  "e_lumo_ev": [-0.252, -0.251],
  "energy_ha": -684.5636,
  "e_above_lowest_kcal_mol": 152.8
}

---

11.
{
  "formula": "C4H7NOS2",
  "method": "the ωB97M-V functional and the def2-TZVPD basis",
  "symbols": ["C", "C", "C", "C", "H", "H", "H", "H", "H", "H", "H", "N", "O", "S", "S"],
  "xyz": [[1.232, -0.528, -0.534], [0.249, -0.124, 0.578], [-1.076, -0.890, 0.547], [-1.788, 1.322, -0.682], [3.309, 0.238, 0.651], [0.766, -0.438, -1.549], [1.346, -1.608, -0.426], [0.721, -0.349, 1.554], [-1.535, -0.811, 1.604], [-0.974, -1.962, 0.343], [-2.285, 2.072, -1.302], [-0.796, 1.913, -0.090], [0.096, 1.231, 0.686], [2.947, 0.284, -0.633], [-2.211, -0.350, -0.747]],
  "mulliken_charge": [-0.780, 0.013, -0.605, -0.099, 0.115, 0.307, 0.381, 0.374, 0.335, 0.379, 0.400, -0.371, -0.129, -0.202, -0.117],
  "orbital_gap_ev": 9.446,
  "e_lumo_ev": 0.533,
  "energy_ha": -1082.8930,
  "e_above_lowest_kcal_mol": 63.9,
  "smiles": "SC[C@@H]1CSC=NO1"
}

---

12.
{
  "formula": "C4H7NOS2",
  "method": "the ωB97M-V functional and the def2-TZVPD basis",
  "symbols": ["C", "C", "C", "C", "H", "H", "H", "H", "H", "H", "H", "N", "O", "S", "S"],
  "xyz": [[-1.670, 0.279, -1.218], [-0.518, -0.679, -0.911], [0.689, -0.246, -0.301], [1.432, -0.979, 0.766], [-2.295, 2.463, 0.219], [-2.279, 0.076, -0.273], [-2.439, -0.125, -1.975], [-0.802, -1.790, -0.671], [0.969, 0.814, -0.323], [1.851, -1.968, 0.472], [1.965, 0.811, 3.279], [1.658, -0.648, 2.027], [1.871, 0.659, 2.258], [-1.314, 2.049, -1.212], [0.883, -0.718, -2.137]],
  "mulliken_charge": [-0.515, -0.197, -0.253, -0.082, 0.143, 0.250, 0.359, 0.319, 0.453, 0.363, 0.363, -0.428, -0.354, -0.237, -0.185],
  "orbital_gap_ev": 8.408,
  "e_lumo_ev": -0.337,
  "energy_ha": -1082.7896,
  "e_above_lowest_kcal_mol": 128.8
}